Entry 1:
{"formula": "ClH5N3PS", "method": "wB97M-V/def2-TZVPD", "homo_lumo_gap_ev": 9.1, "smiles": "NP(N)(=S)NCl", "total_charge": 0, "lumo_energy_ev": 0.000, "elements": ["N", "N", "N", "P", "S", "Cl", "H", "H", "H", "H", "H"], "xyz": [[1.584827, -0.351910, 0.305766], [-0.835064, -1.410523, 0.122074], [-0.450537, 1.223704, 0.370717], [0.152327, -0.175356, -0.533786], [0.362680, -0.260244, -2.429432], [-0.105251, 2.830065, -0.265990], [2.345251, 0.228345, -0.089375], [1.335164, -0.325584, 1.356365], [-1.523754, -1.763477, -0.476625], [-1.352134, -0.979821, 0.856277], [-1.513509, 0.984802, 0.784009]], "forces_ev_per_angstrom": [[-0.58, -0.24, 1.17], [1.47, 1.66, 0.76], [-3.29, -1.23, 0.68], [0.32, -0.22, 0.53], [-0.18, 0.42, -0.06], [-0.68, -1.43, 0.52], [-0.63, -0.49, 0.97], [1.41, 0.37, -2.28], [-0.78, -0.63, -1.56], [-0.41, -0.11, 1.20], [3.36, 1.90, -1.94]], "nbo_charge": [-1.19, -1.13, -1.00, 1.72, -0.55, 0.15, 0.42, 0.41, 0.40, 0.36, 0.40]}

***

Entry 2:
{"formula": "C5H10", "method": "wB97M-V/def2-TZVPD", "homo_lumo_gap_ev": 10.6, "smiles": "C/C=C/CC", "total_charge": 0, "lumo_energy_ev": 1.231, "elements": ["C", "C", "C", "C", "C", "H", "H", "H", "H", "H", "H", "H", "H", "H", "H"], "xyz": [[0.346873, -1.446941, -1.693563], [0.556249, 0.106354, -1.404575], [0.438510, 0.318068, 0.142449], [-0.599753, 0.686109, 0.793354], [-0.759625, 1.009445, 2.177888], [0.496487, -1.870159, -2.897519], [1.146197, -2.125232, -1.259872], [-0.722036, -1.787724, -1.281749], [-0.089206, 0.617704, -1.886655], [1.535634, 0.225552, -1.681723], [1.407032, 0.124538, 0.754597], [-1.472833, 0.981378, 0.266510], [-1.112018, 1.979282, 2.448012], [-1.398087, 0.498606, 2.842564], [0.226576, 0.683019, 2.680282]], "forces_ev_per_angstrom": [[-0.95, -2.11, -1.71], [2.22, -6.25, 5.37], [4.41, -1.32, -1.48], [-3.07, 1.24, -0.25], [3.23, -1.04, 3.19], [-0.89, 1.84, 3.14], [-0.99, 1.13, 0.21], [2.42, 0.55, -1.09], [-4.31, 3.73, -3.41], [2.31, 1.17, -0.82], [-1.58, 0.18, -1.14], [-0.86, -0.10, -1.14], [0.59, 1.37, -0.41], [-1.52, -1.74, -0.10], [-1.01, 1.35, -0.35]], "nbo_charge": [-0.61, -0.41, -0.15, -0.21, -0.65, 0.20, 0.21, 0.21, 0.19, 0.21, 0.18, 0.18, 0.22, 0.23, 0.20]}

***

Entry 3:
{"formula": "C17H31N3P2Tc", "method": "wB97M-V/def2-TZVPD", "homo_lumo_gap_ev": [5.6, 5.1], "total_charge": 2, "spin_multiplicity": 4, "lumo_energy_ev": [-8.079, -9.501], "elements": ["P", "P", "C", "C", "H", "H", "H", "H", "C", "H", "H", "H", "C", "H", "H", "H", "C", "H", "H", "H", "C", "H", "H", "H", "Tc", "C", "C", "C", "C", "C", "C", "C", "C", "C", "H", "H", "H", "H", "H", "H", "H", "H", "H", "H", "H", "H", "H", "H", "H", "N", "C", "N", "C", "N"], "xyz": [[-0.974230, -0.880278, -1.787631], [1.902490, -1.178750, 0.320109], [0.860546, -0.844788, -2.309770], [1.822816, -1.685635, -1.429108], [1.151612, 0.216722, -2.289017], [0.930293, -1.262035, -3.349496], [1.580664, -2.783286, -1.368242], [2.859319, -1.612288, -1.837426], [3.609568, -0.458679, 0.424977], [3.754005, 0.135621, 1.325161], [3.888264, 0.169739, -0.427802], [4.359700, -1.257764, 0.484468], [2.093425, -2.662078, 1.342039], [3.106254, -3.062798, 1.199250], [1.317006, -3.359886, 1.034421], [1.958193, -2.333613, 2.379685], [-1.356492, 0.455146, -3.046143], [-2.415305, 0.684859, -2.982611], [-1.136261, 0.231209, -4.107521], [-0.795494, 1.374771, -2.741744], [-1.348281, -2.555120, -2.473385], [-0.687193, -3.415271, -2.196762], [-1.335259, -2.485044, -3.599204], [-2.433796, -2.800508, -2.153601], [-2.487662, -1.828053, -0.634866], [1.519357, 0.418739, 2.276654], [1.684841, 1.813370, 1.876053], [2.547336, 2.703950, 1.039540], [1.431676, 3.760663, 0.454245], [0.452558, 2.786871, -0.098102], [0.598816, 1.556725, 0.609693], [-0.333104, 0.387825, 0.811737], [0.095671, 0.014561, 2.255503], [-4.164134, -0.445154, -1.332140], [2.197639, 0.000855, 3.057274], [1.384714, 2.518536, 2.691638], [2.880215, 2.057205, 0.167349], [3.373755, 3.247123, 1.518398], [0.969361, 4.318686, 1.308268], [1.845713, 4.498273, -0.247248], [-0.430957, 3.051476, -0.720165], [-3.133126, -0.236650, -0.935116], [0.077885, -0.439060, 0.171192], [-1.385144, 0.528876, 0.579955], [-0.466959, 0.702514, 2.892171], [-0.080539, -1.045207, 2.557697], [-4.939673, -0.618784, -0.605406], [-4.214291, -0.862316, -2.325226], [-4.444831, 0.605707, -1.602080], [-3.473226, -1.341403, 1.177584], [-3.370955, -0.420808, 1.983361], [-3.118063, 0.110796, 3.102033], [-3.644010, 1.274675, 3.519012], [-4.084706, 2.249766, 4.040344]], "forces_ev_per_angstrom": [[3.02, 0.70, -4.81], [3.36, -0.58, -0.76], [0.42, -0.85, 1.23], [0.13, -0.88, -0.44], [0.03, -0.38, -0.13], [-0.46, 0.65, 0.84], [-0.03, 0.94, -0.50], [-0.69, -0.08, 0.26], [0.11, 0.69, 0.07], [-0.10, -0.02, -0.03], [-0.38, -0.12, 0.05], [-0.45, -0.27, -0.12], [-0.64, 0.46, 0.12], [-0.33, 0.04, -0.03], [0.11, -0.29, 0.32], [0.07, -0.43, -0.12], [-0.42, 0.36, 0.73], [-0.12, 0.20, -0.12], [0.20, -0.25, 0.72], [-0.39, -0.75, -0.24], [0.06, -0.51, -1.44], [-0.50, 0.82, -0.04], [-0.54, -0.08, 1.18], [0.56, -0.93, -1.49], [-2.85, 0.32, 4.85], [2.57, -0.43, 3.25], [-2.84, 0.08, -2.57], [0.94, 0.67, -1.62], [1.48, -0.87, 0.46], [-0.84, -3.29, 2.15], [-1.62, 5.32, -0.61], [1.44, 0.74, 0.46], [-0.82, -0.67, -0.21], [-1.58, 1.68, -1.32], [-0.58, 0.00, -0.56], [-0.88, -0.65, -0.26], [0.12, 1.35, 0.81], [-0.20, -0.38, -0.03], [0.35, -0.38, -0.54], [-0.09, -0.34, 0.19], [0.95, -0.30, 0.15], [0.39, 0.75, 0.22], [-0.54, 0.11, 0.16], [-0.01, 0.10, 0.29], [-0.12, -0.30, 0.45], [-0.08, 0.82, -0.14], [-0.05, -0.92, 0.04], [-0.37, -0.77, -0.11], [0.90, -0.27, 0.32], [1.44, 1.61, -0.27], [0.38, -2.70, 0.75], [-0.57, 0.43, -1.64], [-1.56, 3.22, 2.11], [1.66, -3.35, -2.02]], "nbo_charge": [1.18, 1.44, -0.68, -0.82, 0.26, 0.28, 0.25, 0.29, -0.98, 0.28, 0.27, 0.28, -0.99, 0.29, 0.25, 0.28, -0.95, 0.25, 0.29, 0.27, -0.95, 0.28, 0.32, 0.22, 0.56, -0.10, -0.34, -0.37, -0.44, -0.11, -0.08, -0.44, -0.49, -0.88, 0.22, 0.25, 0.19, 0.24, 0.24, 0.25, 0.23, 0.22, 0.15, 0.24, 0.28, 0.23, 0.30, 0.26, 0.32, -0.69, 0.65, -0.56, 0.37, -0.29]}

***

Entry 4:
{"formula": "C18H33BBr2ClN6O5P2S", "method": "wB97M-V/def2-TZVPD", "homo_lumo_gap_ev": 7.9, "total_charge": 1, "lumo_energy_ev": -3.674, "elements": ["C", "C", "C", "C", "C", "C", "B", "C", "O", "N", "N", "C", "C", "C", "C", "C", "N", "C", "C", "O", "Br", "N", "C", "C", "O", "Br", "C", "P", "S", "P", "O", "Cl", "H", "H", "H", "H", "H", "H", "H", "H", "H", "H", "H", "H", "H", "H", "H", "H", "H", "H", "H", "H", "H", "H", "H", "H", "H", "H", "H", "H", "H", "C", "O", "N", "N", "H", "H", "H", "H"], "xyz": [[6.068758, 0.391693, -0.746797], [4.905953, 0.481501, -0.478876], [3.465661, 0.527098, -0.266838], [2.718328, -0.115719, -1.448649], [1.549590, -1.045510, -1.099137], [0.465101, -0.567292, -0.108942], [0.055438, 1.007442, -0.139092], [0.394208, 2.058140, -1.251751], [-0.705827, 1.378140, 0.934781], [-0.822366, -1.171025, -0.611214], [-1.657010, -0.264247, -1.310264], [-3.005177, -0.068785, -0.768310], [-3.762699, 0.882438, -1.685251], [-4.970667, 1.452030, -0.940575], [-4.592612, 2.550323, 0.041204], [-1.332032, -1.973637, 0.388590], [-1.962026, -3.064265, 0.042874], [-2.428546, -4.132337, 0.918323], [-3.905851, -4.368224, 0.659477], [-4.811821, -4.066170, 1.340001], [-4.192860, -5.244694, -1.063760], [-0.929899, -1.491917, 1.590824], [-1.574243, -1.516059, 2.906993], [-3.043725, -1.860594, 3.001719], [-3.415710, -2.802356, 3.615258], [-4.349487, -0.669534, 2.239625], [0.493961, -1.161568, 1.379728], [1.372470, -0.170080, 2.689510], [0.982652, -0.536031, 4.562290], [1.221724, -2.978099, 1.432369], [0.948334, -3.391051, 2.965292], [3.269859, -2.755387, 1.380722], [7.090442, 0.113254, -0.802696], [3.192766, 1.568664, -0.116759], [3.299251, -0.067552, 0.618144], [2.411187, 0.648997, -2.151586], [3.441253, -0.715708, -1.990493], [1.954073, -2.013116, -0.829665], [1.026404, -1.210587, -2.034958], [1.421317, 2.406906, -1.138807], [-0.254964, 2.927622, -1.194327], [0.336182, 1.639534, -2.250255], [-0.809874, 2.337806, 0.967965], [-1.723956, -0.577970, -2.273143], [-3.574164, -0.992796, -0.656191], [-2.883859, 0.437577, 0.183134], [-3.098079, 1.713460, -1.907304], [-4.066181, 0.366440, -2.591771], [-5.693636, 1.850420, -1.644973], [-5.459999, 0.650583, -0.386980], [-3.967163, 3.315438, -0.411504], [-5.481203, 3.014241, 0.453329], [-4.044036, 2.153696, 0.894858], [-2.093560, -3.200956, -0.951500], [-1.909042, -5.034091, 0.603307], [-2.189860, -3.977988, 1.958116], [-1.456434, -0.523324, 3.330840], [-1.068118, -2.182449, 3.594497], [2.716044, -0.429403, 2.434062], [1.222523, 1.188250, 2.396784], [1.612741, -3.056334, 3.592501], [5.497970, 4.505353, -2.483207], [5.625790, 5.568451, -3.054046], [5.222161, 3.336758, -3.146258], [5.620094, 4.375687, -1.122399], [5.127615, 2.457726, -2.672106], [5.138626, 3.385504, -4.143956], [5.828926, 5.206359, -0.601199], [5.539289, 3.499324, -0.641583]], "forces_ev_per_angstrom": [[0.18, -0.38, 0.38], [-0.07, 0.22, -0.29], [0.38, -0.15, -0.47], [0.11, -0.06, 0.13], [0.16, 0.61, -0.06], [-0.67, 0.01, 0.08], [-0.32, 0.20, -0.45], [0.45, -0.22, 0.31], [0.31, 0.17, 0.30], [1.10, -0.83, 0.02], [-0.36, -0.44, -0.31], [0.29, 0.73, -0.35], [-0.09, -0.05, 0.58], [0.06, 0.07, 0.01], [0.09, -0.19, 0.29], [0.04, 1.08, -0.43], [-0.71, 0.24, 0.87], [0.30, -0.58, -0.71], [-0.43, -0.03, 0.03], [0.04, 0.04, 0.15], [0.11, 0.11, -0.02], [-0.26, -0.86, 0.48], [0.24, -0.04, 0.07], [-0.32, -0.48, 0.14], [0.04, 0.09, 0.02], [0.14, 0.10, 0.10], [0.88, 0.34, -0.29], [-0.41, 0.39, 0.99], [0.07, -0.11, -0.09], [-0.27, -0.10, -0.46], [0.41, -0.11, -0.19], [-0.08, 0.02, 0.13], [0.27, 0.26, -0.25], [-0.35, 0.02, 0.28], [-0.26, 0.09, 0.41], [-0.13, 0.17, -0.04], [0.06, -0.19, -0.11], [-0.03, -0.24, 0.18], [-0.12, -0.10, -0.16], [0.08, 0.21, -0.01], [-0.12, 0.12, -0.03], [-0.09, -0.07, -0.17], [-0.33, -0.09, -0.01], [0.08, 0.02, -0.07], [0.01, -0.13, 0.13], [0.00, -0.27, 0.24], [0.12, 0.06, -0.42], [0.04, 0.06, -0.25], [-0.10, -0.04, -0.17], [-0.24, -0.12, -0.07], [-0.05, 0.16, -0.17], [-0.14, 0.19, 0.01], [0.13, -0.06, 0.09], [-0.01, -0.02, -0.05], [0.12, -0.13, 0.01], [-0.16, 0.36, 0.23], [-0.04, 0.25, -0.07], [0.08, -0.28, -0.01], [-0.02, 0.00, -0.42], [0.11, -0.05, -0.38], [-0.34, 0.15, 0.28], [0.08, -0.06, 0.04], [-0.04, 0.02, 0.00], [-0.15, -0.01, 0.10], [-0.14, 0.02, 0.03], [0.12, -0.06, -0.06], [0.03, -0.02, -0.01], [0.04, 0.01, -0.02], [0.11, -0.05, -0.04]], "nbo_charge": [-0.21, -0.04, -0.50, -0.40, -0.41, -0.23, 1.12, -1.06, -0.93, -0.33, -0.43, -0.26, -0.40, -0.39, -0.61, 0.75, -0.51, -0.35, 0.52, -0.42, -0.02, -0.47, -0.35, 0.48, -0.46, 0.03, -0.46, 0.86, -0.55, 1.14, -1.00, -0.28, 0.25, 0.24, 0.22, 0.22, 0.24, 0.22, 0.23, 0.25, 0.24, 0.25, 0.51, 0.38, 0.18, 0.22, 0.21, 0.21, 0.22, 0.20, 0.20, 0.23, 0.19, 0.45, 0.26, 0.27, 0.28, 0.27, 0.00, 0.00, 0.53, 0.77, -0.64, -0.86, -0.86, 0.39, 0.41, 0.41, 0.39]}

***

Going through the records in order, we get max |F| values of 0.08396 0.16593 0.11133 0.02668 hartree/bohr.